2 unconnected molecules or ions with the total composition C23H34N2O5 at a distorted geometry, computed with wB97M-V/def2-TZVPD.

Computed properties:
multiplicity: 1
energy relative to the best compared isomer or geometry (same formula, charge and spin): 0.0000 eV

Atoms and positions in Å:
O  6.245  -3.794  -2.237
O  -2.802  4.276  1.681
O  -5.267  1.847  0.127
O  3.178  0.875  -0.851
O  -4.950  4.757  2.196
C  5.119  -3.347  -2.092
C  -3.820  4.029  2.306
C  -4.174  1.338  0.362
C  3.858  0.056  -1.452
C  -1.416  0.892  -2.932
C  -2.795  0.913  -3.154
C  -0.923  1.031  -1.633
C  -3.677  1.065  -2.078
C  -1.807  1.168  -0.556
C  -3.203  1.183  -0.754
N  4.820  0.441  -2.303
N  4.942  -2.178  -1.479
C  3.927  -4.118  -2.624
C  5.153  1.835  -2.594
C  1.213  -0.592  1.285
C  0.741  -2.069  -0.672
C  -3.816  2.863  3.292
C  -2.739  -0.773  3.216
C  -3.386  -0.643  1.838
C  -2.828  0.602  3.875
C  -3.989  0.768  1.788
C  -3.121  1.594  2.750
C  1.660  -1.841  0.528
C  3.172  -1.876  0.191
C  3.678  -1.464  -1.221
H  -4.763  5.407  1.502
H  -0.729  0.784  -3.767
H  -3.185  0.820  -4.164
H  0.149  1.045  -1.457
H  -4.747  1.087  -2.273
H  -1.375  1.277  0.431
H  5.348  -0.282  -2.766
H  5.787  -1.769  -1.108
H  3.241  -4.332  -1.807
H  3.427  -3.536  -3.394
H  4.278  -5.056  -3.053
H  5.220  2.401  -1.662
H  4.372  2.280  -3.214
H  6.109  1.898  -3.116
H  0.173  -0.696  1.588
H  1.828  -0.460  2.175
H  1.308  0.290  0.655
H  -0.294  -2.128  -0.335
H  0.833  -1.245  -1.377
H  1.000  -3.007  -1.163
H  -3.300  3.202  4.194
H  -4.848  2.631  3.570
H  -1.694  -1.080  3.112
H  -3.256  -1.523  3.823
H  -2.623  -0.788  1.068
H  -4.161  -1.402  1.688
H  -1.904  0.856  4.403
H  -3.649  0.602  4.601
H  -4.989  0.696  2.228
H  -2.172  1.872  2.285
H  1.482  -2.671  1.214
H  3.463  -2.918  0.337
H  3.720  -1.307  0.944
H  2.955  -1.789  -1.965

C3H4INO in the gas phase at a distorted geometry, computed with wB97M-V/def2-TZVPD.

Computed properties:
multiplicity: 3
energy relative to the best compared isomer or geometry (same formula, charge and spin): 3.0615 eV
<S²>: 2.011

Atoms and positions in Å:
C  0.356  -0.180  -0.360
C  -0.157  -1.397  -0.521
C  -0.555  0.544  0.611
N  -1.597  -0.448  0.970
O  -1.136  -1.677  0.354
I  -3.475  0.091  -0.079
H  1.051  0.301  -0.916
H  0.171  -2.069  -1.219
H  -0.014  0.751  1.683
H  -0.801  1.542  0.238

30 unconnected molecules or ions with the total composition C32H121F3N56O31 at a distorted geometry, computed with wB97M-V/def2-TZVPD.

Computed properties:
multiplicity: 1
energy relative to the best compared isomer or geometry (same formula, charge and spin): 0.0000 eV

Atoms and positions in Å:
O  2.279  -1.761  1.761
H  1.383  -1.418  1.799
H  2.790  -1.073  1.329
H  2.266  -2.537  1.196
C  -0.526  0.150  0.819
O  0.379  -0.670  -0.008
O  -0.102  -0.084  2.150
C  -0.620  1.682  0.330
F  -1.589  1.911  -0.624
F  -0.792  2.658  1.271
F  0.582  1.964  -0.239
C  -0.215  -1.338  -1.070
C  0.872  -1.306  -2.021
H  1.815  -1.549  -1.531
H  0.731  -1.948  -2.890
H  1.141  -0.294  -2.326
H  -1.165  -0.924  -1.408
H  -0.480  -2.378  -0.875
H  -1.557  -0.170  0.663
C  3.179  -0.814  -4.843
O  3.783  -1.403  -5.694
N  1.980  -0.516  -4.758
N  3.783  -0.275  -3.881
H  1.383  -0.637  -5.564
H  1.726  0.129  -4.024
H  3.392  0.533  -3.418
H  4.606  -0.746  -3.533
C  1.095  -5.078  -2.602
O  1.657  -6.127  -2.450
N  1.763  -4.105  -3.118
N  -0.114  -4.730  -2.105
H  1.507  -3.141  -2.957
H  2.762  -4.163  -3.256
H  -0.707  -5.386  -1.617
H  -0.654  -4.134  -2.716
C  6.829  -1.547  1.543
O  7.537  -1.258  2.463
N  6.961  -2.597  0.809
N  5.702  -0.916  1.378
H  6.440  -2.829  -0.024
H  7.875  -3.015  0.909
H  5.324  -0.966  0.444
H  5.651  -0.093  1.962
C  -3.186  5.704  0.585
O  -3.244  4.684  1.222
N  -4.134  6.207  -0.192
N  -2.169  6.463  0.578
H  -4.959  5.634  -0.298
H  -4.184  7.144  -0.566
H  -2.331  7.368  0.162
H  -1.251  6.305  0.970
C  -3.577  -1.557  -3.518
O  -2.765  -1.567  -4.368
N  -3.495  -0.940  -2.369
N  -4.672  -2.212  -3.529
H  -2.687  -0.336  -2.328
H  -4.300  -0.837  -1.766
H  -4.830  -2.843  -4.302
H  -5.266  -2.059  -2.727
C  6.776  -1.868  -3.132
O  6.257  -0.996  -2.503
N  6.368  -2.259  -4.315
N  7.893  -2.422  -2.800
H  7.019  -2.892  -4.760
H  5.661  -1.823  -4.889
H  8.372  -1.970  -2.034
H  8.344  -3.149  -3.337
C  -0.232  1.554  -5.587
O  0.798  2.159  -6.044
N  -0.761  0.552  -6.159
N  -0.616  1.651  -4.377
H  -1.663  0.251  -5.820
H  -0.567  0.516  -7.149
H  -1.617  1.519  -4.412
H  -0.168  2.397  -3.866
C  -6.960  3.934  -0.093
O  -5.957  3.741  -0.809
N  -6.902  3.676  1.163
N  -8.165  4.284  -0.459
H  -6.163  3.060  1.470
H  -7.765  3.716  1.686
H  -8.369  4.348  -1.446
H  -8.890  4.433  0.228
C  -2.049  -0.643  7.782
O  -2.056  -1.312  8.816
N  -3.101  -0.190  7.327
N  -1.015  -0.186  7.133
H  -3.971  -0.241  7.838
H  -3.148  0.282  6.436
H  -1.017  0.579  6.474
H  -0.123  -0.633  7.291
C  -2.662  6.212  5.675
O  -3.092  5.589  6.647
N  -2.232  7.457  5.664
N  -2.504  5.759  4.461
H  -2.544  8.019  6.443
H  -1.814  7.669  4.769
H  -2.693  4.780  4.296
H  -1.921  6.298  3.837
C  6.782  2.954  1.945
O  7.878  3.400  1.626
N  5.661  3.438  1.547
N  6.694  2.018  2.873
H  5.776  4.282  1.005
H  4.769  3.143  1.918
H  7.526  1.599  3.263
H  5.796  1.692  3.199
C  -0.607  -6.473  1.409
O  -1.063  -6.812  0.388
N  -0.230  -7.208  2.439
N  -0.368  -5.209  1.544
H  0.215  -6.938  3.305
H  -0.490  -8.158  2.218
H  0.273  -4.932  2.274
H  -0.476  -4.690  0.684
C  -2.108  -2.531  4.320
O  -2.941  -3.381  4.537
N  -2.308  -1.549  3.531
N  -0.852  -2.491  4.782
H  -3.184  -1.226  3.146
H  -1.526  -1.101  3.073
H  -0.566  -3.173  5.469
H  -0.234  -1.737  4.518
C  -1.897  5.559  -4.435
O  -2.611  6.361  -5.019
N  -0.889  4.976  -4.912
N  -1.986  5.351  -3.154
H  -0.187  4.667  -4.255
H  -0.819  4.716  -5.886
H  -1.637  4.546  -2.654
H  -2.595  5.987  -2.661
C  -0.673  2.133  5.053
O  -0.694  2.686  6.164
N  -1.580  1.284  4.590
N  0.312  2.323  4.222
H  -1.323  0.821  3.730
H  -2.408  1.075  5.129
H  1.143  2.760  4.593
H  0.201  1.802  3.363
C  3.888  1.242  -0.173
O  3.271  0.425  0.521
N  3.536  2.485  -0.160
N  4.888  1.055  -1.046
H  3.779  3.250  -0.772
H  2.842  2.649  0.555
H  5.208  1.880  -1.532
H  5.280  0.153  -1.275
C  -3.182  -6.425  -2.482
O  -3.894  -6.331  -3.446
N  -2.158  -7.251  -2.315
N  -3.190  -5.617  -1.442
H  -1.689  -7.253  -1.421
H  -2.044  -8.025  -2.953
H  -2.431  -5.802  -0.801
H  -3.900  -4.907  -1.333
C  2.604  4.388  -3.401
O  1.408  4.574  -3.339
N  3.089  3.285  -3.705
N  3.493  5.363  -3.209
H  2.525  2.566  -4.134
H  4.077  3.301  -3.916
H  4.484  5.213  -3.082
H  3.039  6.203  -2.879
C  3.062  -5.199  -6.668
O  4.066  -5.586  -6.069
N  2.251  -5.991  -7.268
N  2.587  -3.972  -6.652
H  2.402  -6.963  -7.496
H  1.389  -5.585  -7.603
H  1.595  -3.882  -6.816
H  3.119  -3.209  -6.259
C  -3.979  2.267  -3.133
O  -3.185  1.558  -3.723
N  -5.268  2.160  -3.407
N  -3.704  3.049  -2.159
H  -5.618  1.556  -4.136
H  -5.925  2.486  -2.712
H  -4.429  3.482  -1.604
H  -2.731  3.065  -1.889
C  3.382  2.034  4.297
O  3.543  2.422  3.117
N  3.735  2.704  5.315
N  2.703  0.952  4.684
H  3.878  2.209  6.183
H  4.309  3.489  5.042
H  2.683  0.556  5.614
H  2.343  0.363  3.947
C  2.621  -4.167  3.861
O  1.762  -4.134  3.018
N  2.537  -3.725  5.143
N  3.769  -4.656  3.665
H  3.349  -3.860  5.728
H  1.774  -3.252  5.607
H  4.034  -4.814  2.704
H  4.483  -4.621  4.379
C  -4.182  1.041  1.500
O  -4.433  -0.114  1.871
N  -4.459  1.482  0.309
N  -3.383  1.764  2.214
H  -4.981  0.818  -0.244
H  -3.755  1.944  -0.249
H  -3.366  2.759  2.045
H  -2.979  1.459  3.088
C  -4.922  2.335  5.541
O  -4.092  1.482  5.423
N  -5.216  3.285  4.694
N  -5.786  2.274  6.462
H  -4.783  3.428  3.792
H  -5.707  4.071  5.095
H  -6.608  2.822  6.674
H  -5.848  1.388  6.943
C  4.083  -4.119  -0.547
O  3.296  -3.331  -0.105
N  3.949  -5.410  -0.541
N  5.203  -3.842  -1.115
H  4.784  -5.919  -0.796
H  3.154  -5.897  -0.152
H  5.742  -4.674  -1.307
H  5.272  -2.966  -1.613
C  -5.347  -3.618  1.792
O  -5.704  -3.503  0.640
N  -4.808  -2.674  2.450
N  -5.425  -4.695  2.462
H  -4.491  -2.818  3.399
H  -4.575  -1.808  1.985
H  -6.031  -5.471  2.239
H  -4.996  -4.556  3.366
C  1.909  5.484  1.086
O  2.903  6.048  0.668
N  0.659  5.536  0.585
N  2.095  4.475  1.895
H  0.582  5.982  -0.317
H  0.162  4.680  0.785
H  1.371  3.932  2.343
H  3.049  4.378  2.214
C  -0.975  -3.410  -6.687
O  -0.090  -4.201  -6.952
N  -1.873  -3.635  -5.810
N  -1.280  -2.299  -7.342
H  -2.409  -2.858  -5.451
H  -1.529  -4.459  -5.338
H  -0.670  -2.014  -8.094
H  -2.099  -1.805  -7.017